# C3H11BN2O

A 2-piece molecular cluster, C3H11BN2O overall in a non-equilibrium geometry (ωB97M-V/def2-TZVPD, OMol25).

Each line ends with the natural charge from an NBO analysis.
Positions of all 18 atoms, in Å:
B: 0.12 -0.21 0.32  1.183
O: -0.08 1.11 0.30  -0.726
C: -2.09 -1.48 0.11  -0.387
H: -2.44 -1.82 -0.93  0.198
H: -1.29 2.84 -0.19  0.207
C: -1.32 1.72 -0.03  -0.259
H: -2.35 -2.36 0.90  0.194
H: 4.22 0.02 -0.22  0.181
N: 2.25 -0.59 0.39  -0.895
H: -0.11 -2.08 -0.33  0.418
H: -1.79 1.09 -0.94  0.172
H: 3.01 1.30 0.21  0.164
N: -0.64 -1.31 -0.07  -0.923
H: -2.47 -0.57 0.36  0.192
H: -2.11 1.69 0.68  0.175
H: 2.63 0.39 -1.39  0.187
C: 3.10 0.35 -0.31  -0.417
H: 2.41 -0.64 1.39  0.335

Results
E, Ha: -330.443153
HOMO energy, eV: -7.4
F_max, eV Å⁻¹: 6.0
LUMO level, eV: 0.56
Gap between HOMO and LUMO, eV: 7.97
Net charge: 0
Energy relative to the best compared isomer or geometry (same formula, charge and spin), eV: 4.024